one) Here is a structure of composition C17H19IN3OW from the OMol25 dataset. Energies are from ωB97M-V with the def2-TZVPD basis set.

Structure (ORCA input):
```
! wB97M-V def2-TZVPD RIJCOSX def2/J DEFGRID3
* xyz 2 4
C 2.20 2.71 1.13
C 3.01 1.54 0.56
H 1.50 3.15 0.42
H 2.90 3.51 1.44
H 1.66 2.49 2.05
H 2.50 0.92 -0.20
H 3.90 1.98 0.08
H 3.38 0.90 1.36
C -2.58 1.19 -0.42
C -3.80 1.20 -1.08
C -4.02 0.30 -2.13
C -3.05 -0.66 -2.41
H -2.32 1.87 0.39
H -4.57 1.91 -0.76
H -4.96 0.37 -2.70
H -3.19 -1.40 -3.21
N -1.59 0.33 -0.77
C -1.83 -0.66 -1.71
C -0.75 -1.62 -1.82
N 0.32 -1.27 -1.05
C 1.37 -2.11 -0.92
C 0.24 -3.77 -2.25
C 1.32 -3.39 -1.44
H 2.19 -1.73 -0.32
H 2.14 -4.07 -1.21
C -0.79 -2.87 -2.47
H -1.65 -3.10 -3.09
H 0.24 -4.77 -2.70
W 0.32 0.56 0.06
I 0.82 2.02 -2.21
O 0.83 -0.81 1.58
N 0.24 0.25 2.31
C -1.01 -0.10 2.87
C -1.26 0.08 4.22
C -0.30 0.66 5.06
C 0.90 1.07 4.51
C 1.19 0.77 3.20
H -1.68 -0.67 2.23
H -2.25 -0.21 4.59
H -0.47 0.78 6.13
H 1.67 1.62 5.06
H 2.20 0.80 2.81
*
```

- ⟨S²⟩: 3.8405
- E_HOMO (spin up / spin down): -0.499 / -0.558 Ha
- E_LUMO (spin up / spin down): -8.14 / -7.93 eV

Atomic partial charges in e from the Löwdin method, atoms 1 to 2: -0.19 -0.20

two) Here is a structure of composition C17H19IN3OW from the OMol25 dataset. Energies are from ωB97M-V with the def2-TZVPD basis set.

Structure (ORCA input):
```
! wB97M-V def2-TZVPD RIJCOSX def2/J DEFGRID3
* xyz 2 4
C 1.17 2.56 0.10
C 3.02 0.92 -0.62
H 0.17 2.82 -0.19
H 1.99 3.28 -0.02
H 1.36 2.13 1.09
H 3.19 0.23 -1.45
H 3.56 1.87 -0.62
H 2.91 0.62 0.44
C -1.88 1.69 -1.09
C -3.22 1.44 -1.30
C -3.66 0.30 -1.99
C -2.71 -0.62 -2.36
H -1.51 2.58 -0.58
H -3.95 2.16 -0.95
H -4.71 0.12 -2.21
H -2.96 -1.57 -2.82
N -0.94 0.78 -1.45
C -1.35 -0.34 -2.14
C -0.32 -1.31 -2.30
N 0.88 -0.93 -1.74
C 1.83 -1.89 -1.57
C 0.42 -3.58 -2.57
C 1.62 -3.18 -1.99
H 2.72 -1.61 -1.01
H 2.42 -3.90 -1.84
C -0.58 -2.63 -2.67
H -1.58 -2.89 -2.98
H 0.25 -4.60 -2.91
W 1.16 1.12 -1.26
I 1.29 2.04 -3.64
O 0.96 -0.64 1.39
N 0.46 -0.24 2.56
C -0.87 -0.38 2.81
C -1.42 0.06 4.00
C -0.59 0.63 4.97
C 0.77 0.79 4.70
C 1.28 0.33 3.50
H -1.47 -0.79 2.01
H -2.49 -0.08 4.17
H -1.01 1.00 5.90
H 1.46 1.25 5.42
H 2.33 0.44 3.23
*
```

- ⟨S²⟩: 3.7874
- E_HOMO (spin up / spin down): -0.461 / -0.541 Ha
- E_LUMO (spin up / spin down): -7.70 / -10.58 eV

Atomic partial charges in e from the Löwdin method, atoms 1 to 2: -0.30 -0.35

Of them, two) has the lowest stability.